{
  "formula": "C28H24ClN8RuSe",
  "method": "ωB97M-V with the def2-TZVPD basis set",
  "species": ["Ru", "C", "N", "C", "C", "N", "C", "C", "C", "C", "C", "C", "N", "C", "N", "C", "C", "C", "C", "C", "C", "N", "H", "H", "H", "H", "H", "H", "H", "H", "H", "H", "H", "H", "H", "H", "H", "Se", "N", "C", "C", "C", "C", "N", "C", "N", "H", "H", "H", "Cl", "C", "C", "C", "C", "C", "C", "C", "H", "H", "H", "H", "H", "H"],
  "coordinates": [[-0.399144, 0.377944, -0.023330], [-1.276389, -2.453423, 0.377252], [-0.558590, -1.664495, -0.672702], [-1.187042, -1.697085, -2.029301], [-1.166613, -0.326513, -2.634899], [-0.634703, 0.729052, -2.015656], [-0.881094, 1.837384, -2.844208], [-0.526510, 3.176781, -2.708343], [-0.896899, 4.026471, -3.731733], [-1.590315, 3.561890, -4.862574], [-1.934118, 2.232818, -5.010860], [-1.560104, 1.390114, -3.972425], [-1.733319, 0.011096, -3.789958], [-1.331125, -1.674809, 1.657965], [-0.805946, -0.453860, 1.785563], [-1.142219, -0.012378, 3.077633], [-0.833567, 1.168021, 3.748463], [-1.288961, 1.283800, 5.046754], [-2.019862, 0.255934, 5.666769], [-2.316739, -0.923369, 5.012938], [-1.856967, -1.024823, 3.706437], [-1.962482, -2.056789, 2.764561], [-0.778650, -3.413079, 0.531665], [-2.291497, -2.669321, 0.042804], [0.374626, -2.061444, -0.758254], [-2.218266, -2.041343, -1.945710], [-0.662416, -2.408390, -2.670713], [0.034417, 3.539152, -1.857250], [-0.636430, 5.074447, -3.673977], [-1.851944, 4.264806, -5.641465], [-2.453939, 1.875743, -5.889327], [-2.169628, -0.622320, -4.445171], [-0.245347, 1.952029, 3.290800], [-1.068377, 2.180032, 5.610222], [-2.348970, 0.390445, 6.687941], [-2.864910, -1.719044, 5.498505], [-2.400373, -2.954376, 2.918100], [-4.789429, 0.826060, -0.143286], [-4.855149, 2.545318, 0.377042], [-3.562634, 2.976343, 0.589919], [-3.177322, 4.215691, 0.996902], [-1.740880, 4.440042, 1.157331], [-0.815565, 3.444864, 0.907446], [-1.203322, 2.223372, 0.503046], [-2.544592, 1.979532, 0.345910], [-2.882773, 0.785035, -0.039379], [-3.885001, 5.007921, 1.198052], [-1.392792, 5.412364, 1.480543], [0.245567, 3.615151, 1.028436], [3.674898, -4.050580, -1.623360], [3.055105, -2.580848, -1.059578], [2.866245, -1.519100, -1.962695], [2.376076, -0.323585, -1.501205], [2.049450, -0.157796, -0.129851], [1.533978, 1.082501, 0.372675], [2.266831, -1.241403, 0.764710], [2.756024, -2.438987, 0.308823], [3.144045, -1.652650, -2.999628], [2.249535, 0.510487, -2.181268], [1.661228, 1.992612, -0.207239], [1.568543, 1.234655, 1.448762], [2.058074, -1.105816, 1.819114], [2.953117, -3.263359, 0.980945]],
  "atomic_forces_ev_per_a": [[-0.41, -0.11, -0.06], [0.08, -0.04, -0.03], [-0.02, -0.12, -0.01], [0.05, -0.07, 0.01], [0.01, -0.05, 0.07], [-0.20, 0.08, -0.06], [0.12, -0.05, 0.12], [-0.01, 0.00, -0.02], [-0.02, -0.02, -0.03], [0.00, 0.03, 0.02], [0.05, 0.02, 0.04], [-0.11, -0.09, -0.10], [0.17, 0.10, -0.02], [0.05, -0.01, -0.07], [-0.26, 0.03, 0.03], [0.20, 0.06, -0.14], [-0.01, -0.01, 0.02], [-0.01, -0.03, 0.01], [0.00, 0.03, 0.01], [0.05, 0.03, -0.02], [-0.11, -0.14, 0.04], [0.12, 0.04, 0.05], [-0.03, -0.01, 0.01], [-0.01, 0.03, 0.00], [0.04, 0.04, 0.00], [-0.02, 0.03, 0.01], [-0.02, 0.00, -0.02], [0.00, -0.01, 0.01], [0.00, 0.00, 0.00], [0.00, 0.00, 0.00], [0.00, 0.00, 0.00], [-0.01, 0.01, -0.01], [-0.01, 0.00, -0.01], [0.00, 0.00, 0.00], [0.00, 0.00, 0.00], [-0.01, 0.00, -0.01], [-0.03, 0.01, 0.01], [0.14, 0.46, 0.15], [0.33, -0.47, -0.12], [-0.34, -0.07, -0.05], [0.55, 0.04, 0.05], [-0.51, 0.01, -0.03], [-0.01, -0.22, -0.07], [0.30, 0.16, 0.09], [0.16, 0.14, 0.06], [-0.34, -0.03, -0.02], [-0.01, -0.01, 0.00], [0.01, -0.01, 0.00], [-0.02, 0.04, 0.01], [0.01, -0.03, -0.02], [-0.01, -0.02, 0.00], [-0.02, 0.01, 0.06], [0.00, -0.02, -0.04], [0.14, 0.02, 0.12], [-0.34, 0.23, 0.11], [0.03, -0.03, -0.03], [-0.02, 0.05, -0.06], [0.00, 0.01, 0.00], [0.02, -0.01, 0.00], [0.14, -0.07, -0.07], [0.11, 0.03, -0.01], [0.02, 0.00, 0.01], [0.00, 0.01, 0.01]],
  "charge": 3,
  "multiplicity": 5,
  "e_homo_ev": [-15.6, -17.0],
  "max_force_ev_per_a": 0.6,
  "homo_lumo_gap_ev": [6.0, 4.9],
  "s_squared": 6.08,
  "e_tot_ev": -121770.3914,
  "e_above_lowest_kj_mol": 0.0
}